[1]
189
Properties=species:S:1:pos:R:3:lowdin_charge:R:1 method="wB97M-V/def2-TZVPD" e_homo_ev=-23.48 lumo_energy_ev=-15.3 charge=+8
C -19.851 0.920 -0.579 -0.055
C -20.391 0.151 -1.895 -0.091
N -20.630 1.204 -2.917 -0.067
C -19.775 2.171 -3.358 -0.032
C -20.422 2.997 -4.283 0.037
N -21.692 2.500 -4.472 -0.047
C -21.798 1.462 -3.560 0.027
C -22.774 3.096 -5.268 0.042
H -19.646 0.237 0.246 0.023
H -20.610 1.548 -0.112 0.089
H -18.933 1.483 -0.748 0.060
H -21.337 -0.330 -1.646 0.122
H -19.611 -0.518 -2.260 0.114
H -18.773 2.304 -2.978 0.124
H -20.044 3.802 -4.896 0.153
H -22.703 0.888 -3.430 0.169
H -22.454 3.996 -5.792 0.121
H -23.768 3.169 -4.827 0.118
H -23.014 2.385 -6.058 0.114
C -10.909 2.583 5.924 -0.014
C -11.662 1.216 5.792 -0.219
N -11.732 0.496 6.993 -0.088
C -10.569 -0.015 7.637 0.060
C -11.037 -0.747 8.729 0.067
N -12.432 -0.419 8.938 -0.056
C -12.795 0.342 7.855 -0.020
C -13.401 -1.017 9.930 0.038
H -9.924 2.508 6.385 0.089
H -11.513 3.269 6.518 0.089
H -10.713 3.156 5.018 0.083
H -11.258 0.471 5.107 0.123
H -12.675 1.395 5.431 0.098
H -9.570 0.195 7.283 0.152
H -10.533 -1.425 9.402 0.144
H -13.815 0.595 7.604 0.146
H -13.669 -0.231 10.636 0.111
H -12.939 -1.817 10.509 0.109
H -14.182 -1.535 9.373 0.085
C -18.826 -1.594 8.040 -0.046
C -18.403 -0.345 7.221 -0.151
N -18.929 0.814 7.958 -0.067
C -20.262 1.041 8.028 -0.050
C -20.530 2.056 8.902 0.058
N -19.291 2.474 9.455 -0.061
C -18.296 1.716 8.858 0.081
C -19.112 3.629 10.324 0.027
H -19.887 -1.749 8.235 0.062
H -18.404 -1.663 9.043 0.094
H -18.418 -2.503 7.599 0.067
H -18.947 -0.349 6.277 0.106
H -17.384 -0.187 6.870 0.107
H -20.973 0.504 7.417 0.110
H -21.439 2.605 9.098 0.155
H -17.252 1.891 9.070 0.155
H -18.072 3.953 10.361 0.109
H -19.470 3.412 11.331 0.124
H -19.616 4.535 9.988 0.120
C -12.646 -3.622 -0.505 -0.084
C -13.756 -2.717 -1.065 -0.251
C -14.535 -3.166 -2.356 -0.132
C -14.990 -4.701 -2.431 -0.078
N -15.060 -5.230 -3.888 -0.248
C -13.675 -5.146 -4.667 -0.041
C -13.607 -6.441 -5.474 -0.127
C -14.329 -7.518 -4.655 -0.106
C -15.412 -6.699 -3.944 -0.136
C -16.123 -4.451 -4.618 0.012
H -11.945 -3.753 -1.330 0.092
H -12.994 -4.576 -0.108 0.068
H -12.042 -3.161 0.276 0.073
H -13.365 -1.751 -1.387 0.106
H -14.426 -2.510 -0.230 0.045
H -13.921 -2.869 -3.207 0.115
H -15.428 -2.548 -2.442 0.090
H -15.966 -4.826 -1.962 0.092
H -14.280 -5.472 -2.132 0.124
H -13.534 -4.367 -5.416 0.146
H -12.907 -5.183 -3.894 0.134
H -14.003 -6.460 -6.489 0.139
H -12.561 -6.748 -5.499 0.139
H -14.782 -8.438 -5.022 0.144
H -13.812 -7.841 -3.752 0.120
H -16.403 -6.878 -4.361 0.137
H -15.582 -6.993 -2.908 0.119
H -15.851 -3.425 -4.868 0.106
H -17.068 -4.424 -4.076 0.106
H -16.160 -5.002 -5.558 0.122
C -23.258 -4.635 0.689 -0.076
C -23.717 -3.154 0.681 -0.247
C -23.991 -2.697 2.045 -0.207
C -22.861 -2.959 3.104 -0.068
N -23.255 -2.653 4.626 -0.225
C -22.140 -2.767 5.691 -0.110
C -22.635 -2.021 6.937 -0.158
C -23.462 -0.843 6.449 -0.092
C -23.738 -1.212 4.936 -0.071
C -24.406 -3.621 5.047 0.071
H -24.051 -5.309 1.012 0.101
H -22.385 -4.738 1.333 0.037
H -22.944 -4.914 -0.316 0.081
H -24.664 -3.091 0.145 0.137
H -22.894 -2.550 0.300 0.094
H -24.975 -3.077 2.319 0.127
H -24.162 -1.620 2.044 0.118
H -21.930 -2.429 2.900 0.106
H -22.606 -4.014 3.201 0.108
H -21.630 -3.726 5.785 0.136
H -21.345 -2.189 5.219 0.105
H -23.136 -2.775 7.544 0.133
H -21.785 -1.699 7.539 0.078
H -24.409 -0.714 6.972 0.140
H -22.812 0.031 6.423 0.096
H -24.797 -1.089 4.707 0.142
H -23.217 -0.679 4.140 0.120
H -23.954 -4.607 5.154 0.115
H -25.229 -3.788 4.352 0.113
H -24.709 -3.142 5.978 0.108
C -13.966 -1.274 4.832 -0.090
C -15.414 -1.501 4.556 -0.260
C -15.761 -2.207 3.231 -0.165
C -17.261 -2.270 2.854 -0.103
N -17.616 -2.715 1.457 -0.214
C -19.052 -3.074 1.176 -0.102
C -18.928 -4.118 0.032 -0.089
C -17.601 -4.966 0.380 -0.110
C -16.794 -4.052 1.232 -0.087
C -17.221 -1.575 0.419 0.078
H -13.669 -0.846 5.789 0.052
H -13.411 -0.752 4.052 0.072
H -13.553 -2.275 4.957 0.088
H -15.771 -0.474 4.483 0.101
H -15.834 -2.073 5.383 0.109
H -15.368 -3.222 3.292 0.095
H -15.112 -1.695 2.521 0.097
H -17.831 -1.341 2.884 0.136
H -17.733 -3.023 3.484 0.128
H -19.602 -2.275 0.679 0.120
H -19.481 -3.451 2.104 0.133
H -19.037 -3.687 -0.963 0.114
H -19.847 -4.687 0.171 0.115
H -17.294 -5.569 -0.474 0.110
H -17.942 -5.852 0.916 0.119
H -15.732 -3.908 1.034 0.124
H -16.769 -4.589 2.180 0.096
H -17.261 -1.912 -0.617 0.107
H -16.188 -1.333 0.667 0.073
H -17.900 -0.749 0.630 0.070
C -15.090 -7.140 6.419 -0.020
N -15.496 -6.811 5.043 -0.334
C -16.743 -5.978 5.028 0.003
C -14.344 -6.071 4.330 0.033
C -15.663 -8.219 4.252 -0.010
C -16.489 -9.346 4.989 -0.281
O -16.542 -10.466 4.223 0.022
H -15.848 -7.579 7.067 0.121
H -14.919 -6.196 6.936 0.111
H -14.203 -7.766 6.518 0.136
H -17.088 -5.935 3.995 0.087
H -16.500 -4.956 5.320 0.082
H -17.457 -6.352 5.762 0.119
H -13.393 -6.538 4.586 0.123
H -14.414 -5.054 4.715 0.083
H -14.523 -6.215 3.264 0.101
H -14.618 -8.489 4.101 0.137
H -16.076 -8.031 3.261 0.124
H -17.400 -8.983 5.466 0.126
H -15.893 -9.625 5.858 0.123
H -16.902 -11.101 4.846 0.131
C -15.772 2.317 2.165 0.038
N -14.508 3.096 1.603 -0.288
C -14.943 4.369 0.712 0.095
C -13.631 3.595 2.789 0.026
C -13.692 2.178 0.691 -0.092
C -13.010 0.899 1.260 -0.184
O -12.254 1.164 2.468 -0.097
H -16.215 2.862 2.998 0.105
H -15.495 1.295 2.423 0.071
H -16.532 2.309 1.382 0.086
H -13.939 4.706 0.455 0.112
H -15.433 5.014 1.442 0.113
H -15.508 4.048 -0.162 0.107
H -13.587 2.801 3.535 0.077
H -14.157 4.408 3.287 0.110
H -12.658 3.963 2.463 0.126
H -12.905 2.810 0.280 0.145
H -14.292 1.783 -0.129 0.134
H -12.245 0.586 0.549 0.137
H -13.614 0.007 1.426 0.085
H -11.428 0.680 2.542 0.105

[2]
224
Properties=species:S:1:pos:R:3:lowdin_charge:R:1 method="wB97M-V/def2-TZVPD" e_homo_ev=-8.14 lumo_energy_ev=0.6 relative_energy_ev=0.000
C 0.438 0.622 0.652 -0.757
O 1.165 0.143 1.483 0.021
N 0.934 1.362 -0.308 0.220
N -0.859 0.472 0.837 0.218
H 1.840 1.040 -0.625 0.078
H 0.192 1.491 -0.976 0.083
H -1.104 -0.287 1.430 0.076
H -1.470 0.647 0.063 0.064
C 5.924 5.999 -0.695 -0.080
O 4.476 6.028 -0.719 -0.183
C 3.900 4.806 -0.398 -0.245
C 2.501 4.724 -1.020 -0.197
N 1.443 5.435 -0.306 -0.036
C 0.102 5.189 -0.810 -0.222
C -0.840 6.025 -0.027 -0.244
O -2.112 5.636 -0.450 -0.223
C -3.146 6.305 0.231 -0.097
H 6.304 5.163 -1.298 0.086
H 6.286 5.920 0.344 0.078
H 6.276 6.996 -0.983 0.087
H 3.903 4.604 0.677 0.114
H 4.475 3.978 -0.855 0.102
H 2.241 3.657 -1.129 0.095
H 2.578 5.123 -2.036 0.121
H 1.520 5.123 0.659 0.094
H -0.216 4.128 -0.746 0.110
H 0.004 5.431 -1.861 0.122
H -0.664 7.089 -0.250 0.137
H -0.754 5.817 1.054 0.120
H -4.042 5.738 -0.013 0.083
H -3.191 7.327 -0.173 0.094
H -2.998 6.366 1.307 0.083
C -7.601 1.310 0.910 -0.100
O -8.073 0.841 -0.378 -0.210
C -8.464 -0.568 -0.305 -0.174
C -7.208 -1.465 -0.237 -0.246
N -6.291 -1.083 -1.240 -0.068
C -5.277 -2.039 -1.622 -0.172
C -4.242 -2.435 -0.492 -0.191
O -3.199 -3.138 -1.173 -0.199
C -2.017 -3.268 -0.353 -0.074
H -7.245 2.343 0.830 0.086
H -6.831 0.630 1.259 0.045
H -8.441 1.273 1.613 0.085
H -8.963 -0.755 -1.261 0.121
H -9.157 -0.739 0.537 0.118
H -7.577 -2.485 -0.416 0.125
H -6.733 -1.533 0.765 0.104
H -5.898 -0.157 -1.157 0.086
H -4.718 -1.635 -2.481 0.086
H -5.758 -2.962 -1.987 0.123
H -4.728 -3.109 0.229 0.120
H -3.850 -1.578 0.070 0.089
H -1.617 -2.311 0.020 0.077
H -1.188 -3.815 -0.834 0.080
H -2.423 -3.765 0.514 0.070
C -2.463 -8.173 1.261 -0.122
O -2.429 -6.784 1.614 -0.194
C -1.680 -6.645 2.859 -0.187
C -0.146 -6.539 2.677 -0.209
N 0.195 -5.135 2.410 -0.045
C 1.683 -5.029 2.250 -0.184
C 1.926 -3.760 1.373 -0.185
O 1.145 -3.788 0.155 -0.257
C 1.597 -4.884 -0.715 -0.060
H -2.886 -8.865 1.991 0.084
H -1.446 -8.496 0.971 0.081
H -2.985 -8.265 0.303 0.085
H -1.882 -7.556 3.429 0.104
H -2.011 -5.778 3.433 0.106
H 0.336 -7.297 2.021 0.114
H 0.320 -6.721 3.660 0.114
H -0.287 -4.857 1.559 0.086
H 2.097 -5.953 1.859 0.096
H 2.138 -4.791 3.217 0.103
H 2.963 -3.684 1.040 0.111
H 1.639 -2.853 1.921 0.115
H 0.943 -4.812 -1.576 0.077
H 1.310 -5.755 -0.146 0.065
H 2.676 -4.873 -0.976 0.105
C 5.287 7.505 4.550 -0.102
O 4.527 6.307 4.760 -0.200
C 5.104 5.195 4.056 -0.219
C 4.164 4.044 4.185 -0.231
N 2.850 4.232 3.667 -0.052
C 2.133 3.082 3.296 -0.214
C 0.642 3.443 3.153 -0.222
O 0.142 3.616 4.449 -0.194
C -1.214 4.038 4.438 -0.102
H 6.362 7.314 4.720 0.085
H 4.839 8.305 5.153 0.090
H 5.242 7.773 3.483 0.081
H 6.103 4.958 4.459 0.130
H 5.113 5.468 2.986 0.115
H 4.064 3.802 5.248 0.126
H 4.634 3.200 3.678 0.102
H 2.315 4.946 4.125 0.121
H 2.253 2.219 3.996 0.117
H 2.476 2.626 2.346 0.107
H 0.087 2.655 2.634 0.106
H 0.543 4.378 2.584 0.107
H -1.717 3.420 3.691 0.074
H -1.408 5.088 4.207 0.083
H -1.619 3.885 5.450 0.091
C -2.854 -1.838 -4.761 -0.121
O -2.412 -0.613 -5.241 -0.223
C -3.173 -0.250 -6.351 -0.213
C -2.576 1.100 -6.814 -0.206
N -1.253 0.955 -7.300 -0.057
C -0.577 2.171 -7.666 -0.216
C -0.222 3.223 -6.647 -0.233
O 0.264 2.452 -5.557 -0.211
C 0.426 3.319 -4.424 -0.091
H -2.250 -2.117 -3.900 0.092
H -2.792 -2.602 -5.543 0.093
H -3.922 -1.833 -4.482 0.083
H -4.225 -0.145 -6.054 0.125
H -3.153 -1.010 -7.144 0.129
H -2.588 1.768 -5.929 0.112
H -3.205 1.550 -7.594 0.126
H -0.684 0.388 -6.677 0.075
H -1.116 2.662 -8.479 0.119
H 0.367 1.836 -8.114 0.121
H -1.113 3.796 -6.329 0.118
H 0.490 3.995 -6.970 0.127
H 0.732 2.738 -3.554 0.072
H -0.520 3.822 -4.252 0.080
H 1.190 4.060 -4.681 0.091
C -2.903 -1.818 2.905 -0.142
O -3.015 -0.614 2.282 -0.249
C -4.179 0.128 2.591 -0.192
C -4.137 1.394 1.754 -0.180
N -4.405 1.116 0.335 -0.051
C -4.298 2.241 -0.564 -0.187
C -2.876 2.667 -0.940 -0.230
O -2.175 1.609 -1.497 -0.246
C -2.568 1.162 -2.791 -0.055
H -2.994 -1.683 4.004 0.093
H -1.973 -2.244 2.516 0.092
H -3.756 -2.480 2.697 0.092
H -4.126 0.389 3.654 0.125
H -5.075 -0.488 2.465 0.117
H -3.148 1.865 1.923 0.111
H -4.926 2.086 2.065 0.116
H -3.852 0.339 -0.010 0.080
H -4.879 3.064 -0.140 0.117
H -4.789 1.957 -1.493 0.112
H -2.267 3.014 -0.094 0.114
H -2.904 3.511 -1.655 0.125
H -2.876 2.024 -3.402 0.100
H -3.391 0.463 -2.675 0.080
H -1.746 0.675 -3.318 0.079
C 1.167 -1.626 -2.737 -0.071
O 1.079 -2.156 -4.047 -0.194
C 1.243 -1.197 -5.060 -0.250
C 0.828 -1.797 -6.360 -0.182
N 1.584 -2.962 -6.885 -0.045
C 2.884 -2.677 -7.348 -0.258
C 3.538 -3.801 -8.106 -0.258
O 4.817 -3.305 -8.411 -0.205
C 5.533 -4.269 -9.188 -0.109
H 0.836 -2.446 -2.086 0.073
H 0.420 -0.820 -2.620 0.085
H 2.214 -1.316 -2.579 0.092
H 2.312 -0.913 -5.014 0.113
H 0.698 -0.231 -4.849 0.121
H 0.667 -1.040 -7.121 0.109
H -0.162 -2.175 -6.096 0.112
H 1.484 -3.776 -6.302 0.113
H 3.614 -2.269 -6.608 0.124
H 2.847 -1.783 -8.014 0.135
H 2.971 -4.164 -8.981 0.129
H 3.640 -4.708 -7.476 0.124
H 6.508 -3.772 -9.229 0.089
H 5.142 -4.272 -10.226 0.085
H 5.437 -5.324 -8.798 0.101
C 4.788 0.663 5.503 -0.131
O 5.050 -0.222 4.476 -0.188
C 4.440 0.175 3.266 -0.247
C 4.736 -0.877 2.258 -0.164
N 4.169 -0.534 0.890 -0.022
C 4.664 0.704 0.338 -0.243
C 4.807 0.809 -1.151 -0.224
O 3.488 0.842 -1.689 -0.244
C 3.590 1.097 -3.105 -0.087
H 5.323 1.623 5.421 0.085
H 5.066 0.094 6.382 0.090
H 3.706 0.819 5.601 0.084
H 4.874 1.152 2.998 0.113
H 3.362 0.167 3.480 0.108
H 4.342 -1.838 2.615 0.116
H 5.812 -0.969 2.129 0.117
H 3.164 -0.554 0.983 0.061
H 5.650 0.993 0.755 0.131
H 4.030 1.574 0.616 0.112
H 5.376 -0.021 -1.586 0.131
H 5.273 1.784 -1.347 0.111
H 4.203 0.312 -3.543 0.087
H 4.029 2.076 -3.330 0.091
H 2.590 1.081 -3.555 0.069
C -0.867 0.627 5.309 -0.098
O 0.171 -0.122 5.930 -0.213
C 0.629 -1.170 5.027 -0.170
C 1.375 -2.210 5.918 -0.186
N 0.549 -3.140 6.641 -0.064
C -0.116 -4.132 5.821 -0.236
C -0.903 -5.075 6.642 -0.240
O -1.993 -5.532 5.857 -0.221
C -2.744 -6.592 6.495 -0.083
H -0.458 1.021 4.366 0.082
H -1.012 1.457 5.994 0.082
H -1.765 -0.026 5.208 0.086
H 1.369 -0.679 4.369 0.104
H -0.251 -1.520 4.459 0.103
H 2.083 -1.693 6.570 0.120
H 1.864 -2.878 5.207 0.103
H -0.075 -2.700 7.320 0.119
H 0.594 -4.706 5.200 0.111
H -0.826 -3.735 5.075 0.114
H -1.261 -4.565 7.544 0.124
H -0.266 -5.908 6.942 0.126
H -3.545 -6.832 5.790 0.088
H -3.148 -6.249 7.449 0.083
H -2.103 -7.456 6.682 0.083